No. 1
{
  "formula": "C3H6N2",
  "method": "ωB97M-V/def2-TZVPD",
  "symbols": ["N", "N", "C", "C", "C", "H", "H", "H", "H", "H", "H"],
  "coordinates": [[-0.3449, 0.4059, 0.1546], [2.4435, -0.9617, 1.1212], [-0.1604, -0.8590, 0.8386], [1.2937, -1.0615, 1.0389], [-0.5123, 0.8527, -1.2278], [-1.4747, 1.3747, -1.3327], [-0.6094, -1.7537, 0.3944], [-0.4636, 0.1025, -2.0224], [0.1890, 1.0905, 0.6592], [-0.6256, -0.7835, 1.8370], [0.2648, 1.5931, -1.4609]],
  "smiles": "CNCC#N",
  "homo_lumo_gap_ev": 9.93,
  "total_charge": 0,
  "de_lowest_kj_mol": 137.4,
  "e_homo_ev": -9.060,
  "lumo_energy_ev": 0.9
}

---

No. 2
{
  "formula": "C32H27BGeIN4O2Pd",
  "method": "ωB97M-V/def2-TZVPD",
  "symbols": ["I", "Pd", "Ge", "O", "O", "N", "N", "N", "N", "C", "C", "C", "C", "C", "C", "C", "C", "C", "C", "C", "C", "C", "C", "C", "C", "C", "C", "C", "C", "C", "C", "C", "C", "C", "C", "C", "C", "C", "C", "C", "C", "B", "H", "H", "H", "H", "H", "H", "H", "H", "H", "H", "H", "H", "H", "H", "H", "H", "H", "H", "H", "H", "H", "H", "H", "H", "H", "H", "H"],
  "coordinates": [[-4.3334, -0.6028, 4.4567], [1.4281, -0.9330, 0.3185], [-1.2592, 0.0500, -1.3224], [0.6074, 3.2361, 1.3228], [1.4488, 1.2986, 0.6539], [2.8202, -1.3191, 3.0166], [3.6628, -1.1647, 0.0741], [4.5517, -1.0937, 1.0714], [1.8037, -1.8757, 2.3359], [0.8983, 4.2157, -0.8863], [4.3406, -1.0597, -1.0689], [1.1232, -1.4598, 4.4331], [-2.1901, 1.4454, 3.7368], [-3.8517, -1.3038, -1.1819], [-1.0354, 2.7552, -0.3876], [5.7044, -0.9263, -0.8120], [5.7862, -0.9556, 0.5682], [0.5099, 2.1926, -2.1493], [-0.5749, -1.9621, -5.0036], [1.4735, -2.0586, -3.7497], [2.4383, -1.0613, 4.2764], [1.2059, 3.4034, -1.9304], [-1.1213, -0.0143, 1.5585], [-2.1914, -0.5073, 2.3188], [-0.1117, 3.8109, 0.1292], [-4.0362, 1.0698, -1.4396], [-5.2295, -1.4053, -1.0613], [0.7732, -1.9591, 3.1790], [-0.6252, 1.8987, -1.3889], [-1.1828, -1.2863, -3.9554], [-2.7071, 0.2038, 3.3778], [0.7563, -2.3440, -4.9045], [-3.2351, -0.0671, -1.3729], [-0.4704, -0.9815, -2.7976], [0.5450, 1.8644, 1.2387], [0.8602, -1.3796, -2.7091], [-6.0146, -0.2618, -1.1217], [-0.5781, 1.2525, 1.9193], [-5.4156, 0.9747, -1.3164], [-0.6881, -0.7740, 0.3883], [-1.1480, 1.9537, 2.9993], [4.3165, -1.3519, 2.5952], [-3.5705, 2.0379, -1.5925], [-7.0899, -0.3359, -1.0143], [1.4772, 5.1092, -0.6830], [-2.2239, -0.9883, -4.0259], [-0.7292, 2.9165, 3.2572], [-0.6451, 4.6665, 0.5481], [-5.6917, -2.3731, -0.9063], [6.6432, -0.8900, 1.2179], [-6.0266, 1.8684, -1.3602], [1.2342, -2.8623, -5.7267], [-1.1042, -1.7857, 0.4230], [0.8397, 1.5062, -2.9201], [-2.6343, -1.4540, 2.0363], [3.1221, -0.6286, 4.9880], [4.7486, -2.4598, 2.8424], [2.0213, 3.6716, -2.5932], [3.8289, -1.0765, -2.0174], [1.4182, -1.1521, -1.7892], [-1.1386, -2.1908, -5.9004], [6.5090, -0.8327, -1.5211], [0.5111, -1.3857, 5.3161], [4.8909, -0.4954, 3.2199], [-0.1613, -2.3854, 2.8577], [2.5068, -2.3741, -3.6689], [-2.5971, 1.9961, 4.5733], [-3.2395, -2.1994, -1.1294], [-1.9538, 2.5800, 0.1599]],
  "homo_lumo_gap_ev": [4.63, 4.63],
  "total_charge": -1,
  "e_homo_ev": [-2.995, -2.995],
  "lumo_energy_ev": [1.6, 1.6]
}

---

No. 3
{
  "formula": "C10H20N2O3S",
  "method": "ωB97M-V/def2-TZVPD",
  "symbols": ["S", "O", "O", "O", "N", "N", "C", "C", "C", "C", "C", "C", "C", "C", "C", "C", "H", "H", "H", "H", "H", "H", "H", "H", "H", "H", "H", "H", "H", "H", "H", "H", "H", "H", "H", "H"],
  "coordinates": [[-2.0700, 1.4106, 0.1534], [-3.6624, -2.1129, -0.9921], [-2.1929, 1.0228, 1.5415], [-1.7343, 2.7845, -0.0997], [-2.9254, -1.6283, 1.0854], [1.3636, -0.6481, -0.1133], [2.1439, -0.3879, -1.3118], [0.4388, 0.4120, 0.2386], [-0.8060, 0.3687, -0.6393], [3.2718, 0.6304, -1.1056], [-3.6464, 1.0390, -0.7035], [-4.4095, -0.0577, 0.0159], [3.3467, -0.0724, 1.2898], [-3.6320, -1.3719, -0.0335], [4.1796, 0.1749, 0.0343], [2.2289, -1.0715, 0.9726], [-2.7217, -0.8719, 1.7253], [2.6755, -2.0247, 0.6710], [-2.3320, -2.4432, 1.0977], [3.8422, 0.7305, -2.0303], [0.8682, 1.4228, 0.1801], [-4.5792, 0.2386, 1.0505], [-3.3790, 0.7522, -1.7173], [4.6815, -0.7528, -0.2528], [2.9090, 0.8667, 1.6345], [3.9739, -0.4670, 2.0907], [2.8483, 1.6084, -0.8675], [4.9476, 0.9261, 0.2296], [1.4694, -0.0536, -2.1017], [2.5777, -1.3437, -1.6225], [1.6139, -1.2507, 1.8574], [-0.6453, 0.7992, -1.6227], [-1.1897, -0.6432, -0.7235], [-4.1986, 1.9757, -0.7204], [-5.3689, -0.2147, -0.4810], [0.1128, 0.2532, 1.2701]],
  "smiles": "NC(=O)CCS(=O)(=O)CCN1CCCCC1",
  "homo_lumo_gap_ev": 9.30,
  "total_charge": 0,
  "de_lowest_kj_mol": 102.4,
  "e_homo_ev": -8.581,
  "lumo_energy_ev": 0.7
}